*P*
Below is 2 unconnected molecules or ions with the total composition C3H10N3S, with properties calculated with wB97M-V/def2-TZVPD.

- Kohn-Sham gap (eV) = 8.5
- HOMO energy (eV) = -11.88

```
! wB97M-V def2-TZVPD RIJCOSX def2/J DEFGRID3
* xyz 1 1
C 0.270 0.190 -0.284
C -0.248 -2.914 3.284
C -0.478 1.212 -1.139
N 0.258 2.031 -1.869
N -1.739 1.235 -1.426
N 1.761 0.186 -0.579
S 0.147 -2.246 1.906
H 0.095 0.342 0.738
H -0.302 -0.760 -0.441
H -0.665 -3.876 3.507
H 0.074 -2.267 4.161
H 1.237 1.862 -1.853
H -0.205 2.487 -2.579
H -2.493 0.764 -0.924
H -1.995 1.956 -2.077
H 2.226 0.610 0.211
H 2.058 -0.814 -0.637
*
```

These are the natural (NBO) partial charges, in e, on atoms 1 to 5: -0.317 -0.432 0.565 -0.700 -0.709


*Q*
Below is 2 unconnected molecules or ions with the total composition C3H10N3S, with properties calculated with wB97M-V/def2-TZVPD.

- Kohn-Sham gap (eV) = 10.1
- HOMO energy (eV) = -13.79

```
! wB97M-V def2-TZVPD RIJCOSX def2/J DEFGRID3
* xyz 1 1
C -0.512 0.790 -0.130
C -0.826 -1.620 -0.389
C -1.199 -0.374 0.420
N -0.589 1.789 -0.708
N 1.598 0.598 0.596
N -0.031 2.849 -1.318
S -0.892 -0.689 2.237
H 0.237 -1.793 -0.261
H -1.408 -2.369 0.194
H -1.312 -1.595 -1.378
H -2.194 -0.141 0.104
H 2.132 1.481 0.609
H 1.479 0.086 1.573
H 0.787 3.085 -0.931
H 1.944 -0.086 0.052
H -0.611 3.656 -1.408
H -1.389 0.435 2.692
*
```

These are the natural (NBO) partial charges, in e, on atoms 1 to 5: 0.604 -0.610 -0.430 -0.146 -1.030


Relative to the most stable structure, the computed energies are *P* 0.0000; *Q* 0.0813, all in hartree.


*P*
Below is a single C5H14N2 molecule, with properties calculated with wB97M-V/def2-TZVPD.

- Kohn-Sham gap (eV) = 9.7
- SMILES = CCCCNCN
- HOMO energy (eV) = -8.62

```
! wB97M-V def2-TZVPD RIJCOSX def2/J DEFGRID3
* xyz 0 1
C -2.323 -0.251 -1.282
C -1.489 0.666 -0.380
C -0.190 1.166 -1.044
C 1.055 1.142 -0.166
N 1.553 -0.182 0.223
C 1.115 -0.726 1.511
N 1.981 -1.809 1.930
H -1.712 -1.009 -1.775
H -2.882 0.353 -2.002
H -3.083 -0.774 -0.689
H -1.289 0.141 0.556
H -2.099 1.515 -0.071
H -0.018 0.579 -1.944
H -0.326 2.194 -1.377
H 0.863 1.708 0.745
H 1.860 1.629 -0.710
H 1.316 -0.864 -0.489
H 1.151 0.097 2.230
H 0.093 -1.098 1.477
H 2.874 -1.766 1.444
H 1.549 -2.713 1.815
*
```

These are the natural (NBO) partial charges, in e, on atoms 1 to 5: -0.604 -0.405 -0.414 -0.212 -0.645


*Q*
Below is a single C5H14N2 molecule, with properties calculated with wB97M-V/def2-TZVPD.

- Kohn-Sham gap (eV) = 9.6
- SMILES = CC[C@@H](CN)NC
- HOMO energy (eV) = -8.52

```
! wB97M-V def2-TZVPD RIJCOSX def2/J DEFGRID3
* xyz 0 1
C 2.042 -1.059 -0.726
C 0.862 -1.048 0.238
C -0.355 -0.235 -0.236
C -1.249 0.279 0.902
N -2.014 -0.815 1.505
N -0.022 0.784 -1.242
C 0.664 1.972 -0.728
H 2.762 -1.817 -0.447
H 1.656 -1.259 -1.732
H 2.501 -0.072 -0.804
H 1.198 -0.716 1.228
H 0.558 -2.092 0.342
H -0.986 -0.939 -0.788
H -1.944 0.974 0.433
H -0.681 0.835 1.645
H -2.944 -0.540 1.785
H -1.538 -1.200 2.308
H -0.911 1.091 -1.630
H 0.530 2.117 0.354
H 1.752 1.879 -0.850
H 0.335 2.873 -1.242
*
```

These are the natural (NBO) partial charges, in e, on atoms 1 to 5: -0.599 -0.413 -0.055 -0.231 -0.849


*R*
Below is a single C5H14N2 molecule, with properties calculated with wB97M-V/def2-TZVPD.

- Kohn-Sham gap (eV) = 10.2
- SMILES = CC(C)[C@H](N)CN
- HOMO energy (eV) = -9.14

```
! wB97M-V def2-TZVPD RIJCOSX def2/J DEFGRID3
* xyz 0 1
C 1.664 -1.382 -0.812
C 1.050 -0.276 0.048
C 1.745 1.057 -0.240
C -0.545 -0.234 -0.194
N -0.975 0.670 -1.252
C -1.177 0.108 1.158
N -2.685 0.227 0.964
H 1.480 -1.216 -1.878
H 1.246 -2.357 -0.539
H 2.747 -1.442 -0.659
H 1.261 -0.534 1.094
H 2.814 0.994 -0.008
H 1.663 1.330 -1.298
H 1.321 1.868 0.360
H -0.868 -1.244 -0.474
H -0.743 1.631 -1.001
H -2.000 0.659 -1.260
H -1.000 -0.693 1.881
H -0.814 1.057 1.557
H -3.057 -0.686 0.700
H -3.125 0.462 1.855
*
```

These are the natural (NBO) partial charges, in e, on atoms 1 to 5: -0.605 -0.208 -0.620 -0.048 -0.837


*S*
Below is a molecular structure, C5H14N2, with properties calculated with wB97M-V/def2-TZVPD.

- Kohn-Sham gap (alpha / beta) (eV) = 6.5 / 6.5
- HOMO energy (alpha / beta) (eV) = -5.65 / -5.67

```
! wB97M-V def2-TZVPD RIJCOSX def2/J DEFGRID3
* xyz 0 1
C 0.403 1.321 0.146
C -0.262 -1.052 -0.162
C 1.623 2.186 0.258
C 0.427 -2.364 -0.436
C -1.694 -0.973 -0.617
N 0.563 0.038 -0.199
N -0.818 2.021 0.102
H 1.534 -0.246 -0.109
H -0.337 -0.544 2.630
H -0.417 -0.843 1.870
H -1.619 1.451 -0.122
H -0.788 2.820 -0.522
H 2.540 1.606 0.172
H 1.643 2.943 -0.532
H 1.630 2.720 1.211
H -0.145 -3.183 -0.003
H 1.422 -2.392 0.010
H 0.530 -2.572 -1.511
H -2.165 -1.944 -0.474
H -2.285 -0.273 -0.027
H -1.784 -0.723 -1.683
*
```

These are the natural (NBO) partial charges, in e, on atoms 1 to 5: 0.286 -0.065 -0.645 -0.625 -0.641


Relative to the most stable structure, the computed energies are *P* 0.0128; *Q* 0.0185; *R* 0.0000; *S* 0.1137, all in hartree.


*P*
Below is a single C5H14N2 molecule, with properties calculated with wB97M-V/def2-TZVPD.

- Kohn-Sham gap (eV) = 9.6
- SMILES = CN[C@H](C)CCN
- HOMO energy (eV) = -8.53

```
! wB97M-V def2-TZVPD RIJCOSX def2/J DEFGRID3
* xyz 0 1
C -0.555 2.396 -1.073
N -0.577 0.944 -1.268
C 0.363 0.196 -0.406
C 1.740 0.676 -0.776
C 0.004 -1.268 -0.194
C 0.118 -1.784 1.337
N -1.056 -1.475 2.112
H -0.619 2.495 0.084
H -1.491 2.859 -1.362
H 0.224 2.920 -1.518
H -1.558 0.740 -1.114
H 0.106 0.667 0.558
H 1.782 1.699 -0.683
H 2.493 0.188 -0.045
H 1.987 0.643 -1.795
H 0.805 -1.833 -0.814
H -0.966 -1.607 -0.592
H 0.921 -1.066 1.719
H 0.583 -2.839 1.646
H -0.887 -0.879 2.900
H -1.971 -1.564 1.782
*
```

These are the natural (NBO) partial charges, in e, on atoms 1 to 5: -0.411 -0.626 -0.060 -0.613 -0.412


*Q*
Below is 3 unconnected molecules or ions with the total composition C5H14N2, with properties calculated with wB97M-V/def2-TZVPD.

- Kohn-Sham gap (alpha / beta) (eV) = 6.1 / 6.2
- HOMO energy (alpha / beta) (eV) = -5.51 / -5.59

```
! wB97M-V def2-TZVPD RIJCOSX def2/J DEFGRID3
* xyz 0 1
C -0.431 -0.875 0.594
C 0.616 0.058 0.724
C 0.030 0.809 -1.335
C 2.043 -0.251 0.339
C -1.014 1.887 -1.172
N -1.711 -0.543 0.870
N -0.197 -2.120 0.141
H 0.643 -0.607 2.282
H 0.363 1.026 1.117
H -2.357 -1.264 1.144
H -1.862 0.352 1.304
H -0.924 -2.813 0.138
H 0.750 -2.458 0.149
H -0.276 -0.011 -1.985
H 1.000 1.197 -1.646
H 2.094 -0.781 -0.615
H 2.542 -0.840 1.112
H 2.596 0.679 0.211
H -0.743 2.595 -0.377
H -1.992 1.467 -0.916
H -1.168 2.495 -2.076
*
```

These are the natural (NBO) partial charges, in e, on atoms 1 to 5: 0.552 -0.244 -0.590 -0.652 -0.646


*R*
Below is a single C5H14N2 molecule, with properties calculated with wB97M-V/def2-TZVPD.

- Kohn-Sham gap (eV) = 10.3
- SMILES = CC[C@H](C)NCN
- HOMO energy (eV) = -9.25

```
! wB97M-V def2-TZVPD RIJCOSX def2/J DEFGRID3
* xyz 0 1
C 1.979 0.903 0.016
C 0.750 1.084 0.859
C -0.572 0.561 0.383
C -1.707 0.893 1.421
N -0.754 -0.927 0.288
C 0.077 -1.547 -0.703
N 0.042 -0.956 -2.066
H 2.867 1.510 0.178
H 2.304 -0.150 0.139
H 1.746 0.930 -1.058
H 0.897 0.706 1.883
H 0.600 2.136 1.146
H -0.805 1.141 -0.524
H -1.735 0.203 2.275
H -1.314 1.804 1.920
H -2.674 1.063 0.984
H -1.688 -1.076 -0.087
H 1.102 -1.758 -0.395
H -0.031 -2.627 -0.872
H -0.367 -1.577 -2.753
H 0.887 -0.607 -2.492
*
```

These are the natural (NBO) partial charges, in e, on atoms 1 to 5: -0.614 -0.424 -0.049 -0.609 -0.617


*S*
Below is a single C5H14N2 molecule, with properties calculated with wB97M-V/def2-TZVPD.

- Kohn-Sham gap (eV) = 9.2
- SMILES = C[C@H](N)CN(C)C
- HOMO energy (eV) = -8.15

```
! wB97M-V def2-TZVPD RIJCOSX def2/J DEFGRID3
* xyz 0 1
C 1.271 1.817 -0.084
C 0.069 1.239 0.677
N 0.152 1.465 2.175
C -0.029 -0.406 0.693
N -0.580 -0.770 -0.595
C -1.887 -1.507 -0.749
C 0.392 -1.444 -1.455
H 1.729 0.997 -0.782
H 1.002 2.623 -0.667
H 2.080 2.191 0.520
H -0.903 1.516 0.348
H 1.143 1.067 2.428
H 0.180 2.481 2.406
H 0.961 -0.785 1.042
H -0.610 -0.832 1.480
H -2.732 -1.094 -0.116
H -1.680 -2.627 -0.699
H -2.235 -1.293 -1.730
H 1.127 -0.695 -1.381
H 0.620 -2.509 -1.033
H -0.071 -1.436 -2.478
*
```

These are the natural (NBO) partial charges, in e, on atoms 1 to 5: -0.631 -0.042 -0.843 -0.228 -0.464


Relative to the most stable structure, the computed energies are *P* 0.0348; *Q* 0.1346; *R* 0.0000; *S* 0.0416, all in hartree.


*P*
Below is a single C5H14N2 molecule, with properties calculated with wB97M-V/def2-TZVPD.

- Kohn-Sham gap (eV) = 9.5
- SMILES = CC(C)NCCN
- HOMO energy (eV) = -8.41

```
! wB97M-V def2-TZVPD RIJCOSX def2/J DEFGRID3
* xyz 0 1
C -0.099 0.422 1.769
C -1.047 -0.434 0.902
C -1.117 -1.818 1.574
N -0.531 -0.528 -0.447
C -0.300 0.599 -1.351
C 0.930 0.601 -2.196
N 2.190 0.906 -1.412
H -0.392 0.244 2.817
H 0.896 0.071 1.519
H -0.160 1.516 1.729
H -2.045 0.004 0.786
H -1.658 -2.519 0.942
H -0.111 -2.230 1.722
H -1.577 -1.637 2.537
H 0.331 -1.071 -0.445
H -1.161 0.641 -2.046
H -0.443 1.540 -0.813
H 0.898 1.322 -3.004
H 1.152 -0.349 -2.693
H 2.234 1.922 -1.474
H 2.009 0.798 -0.417
*
```

These are the natural (NBO) partial charges, in e, on atoms 1 to 5: -0.636 -0.036 -0.604 -0.642 -0.237


*Q*
Below is 2 unconnected molecules or ions with the total composition C5H14N2, with properties calculated with wB97M-V/def2-TZVPD.

- Kohn-Sham gap (eV) = 8.6
- SMILES = C=CNC.CCN
- HOMO energy (eV) = -7.68

```
! wB97M-V def2-TZVPD RIJCOSX def2/J DEFGRID3
* xyz 0 1
C 1.240 -1.832 -0.506
C 1.866 -0.920 0.268
N 1.267 0.053 1.073
C 2.164 1.100 1.563
H 0.174 -1.854 -0.632
H 1.823 -2.555 -1.039
H 2.974 -0.992 0.388
H 0.423 0.478 0.659
H 1.495 1.910 2.030
H 2.773 0.690 2.447
H 2.780 1.567 0.829
C -2.804 -0.624 -0.645
C -2.412 0.844 -0.822
N -0.874 0.997 -0.733
H -2.580 -1.042 0.373
H -3.884 -0.647 -0.854
H -2.287 -1.298 -1.353
H -2.793 1.197 -1.796
H -2.720 1.432 0.039
H -0.532 0.429 -1.520
H -0.724 1.930 -1.093
*
```

These are the natural (NBO) partial charges, in e, on atoms 1 to 5: -0.539 0.022 -0.654 -0.414 0.187


*R*
Below is a single C5H14N2 molecule, with properties calculated with wB97M-V/def2-TZVPD.

- Kohn-Sham gap (eV) = 10.0
- SMILES = NCCCCCN
- HOMO energy (eV) = -8.96

```
! wB97M-V def2-TZVPD RIJCOSX def2/J DEFGRID3
* xyz 0 1
N 0.772 -3.218 1.057
C 0.717 -1.852 0.394
C -0.035 -0.894 1.295
C 0.044 0.650 0.907
C 0.320 0.799 -0.597
C -0.204 2.147 -1.147
N -1.305 1.902 -2.156
H -0.064 -3.732 0.813
H 0.860 -3.089 2.056
H 1.760 -1.569 0.333
H 0.280 -2.189 -0.538
H -1.101 -1.104 1.408
H 0.328 -1.052 2.317
H 0.879 1.055 1.454
H -0.991 0.951 1.011
H -0.259 0.063 -1.159
H 1.396 0.790 -0.764
H 0.549 2.731 -1.665
H -0.616 2.760 -0.356
H -1.160 2.580 -2.898
H -2.168 2.270 -1.764
*
```

These are the natural (NBO) partial charges, in e, on atoms 1 to 5: -0.838 -0.232 -0.408 -0.407 -0.427


Relative to the most stable structure, the computed energies are *P* 0.0000; *Q* 0.0172; *R* 0.0131, all in hartree.


*P*
Below is a single C5H14N2 molecule, with properties calculated with wB97M-V/def2-TZVPD.

- Kohn-Sham gap (eV) = 9.1
- SMILES = CNCCN(C)C
- HOMO energy (eV) = -7.96

```
! wB97M-V def2-TZVPD RIJCOSX def2/J DEFGRID3
* xyz 0 1
C -1.527 -0.789 -2.536
N -0.559 -0.755 -1.476
C -0.864 -1.080 -0.081
C -0.523 0.066 0.845
N 0.756 0.771 0.598
C 1.881 -0.107 0.625
C 0.856 1.873 1.594
H -2.369 -1.477 -2.446
H -0.915 -0.967 -3.444
H -2.019 0.190 -2.714
H 0.158 -0.049 -1.440
H -0.330 -2.017 0.146
H -1.953 -1.177 0.072
H -1.379 0.736 0.950
H -0.538 -0.374 1.861
H 1.719 -1.100 0.174
H 2.694 0.337 0.031
H 2.281 -0.286 1.632
H 1.927 2.032 1.551
H 0.552 1.484 2.581
H 0.153 2.689 1.478
*
```

These are the natural (NBO) partial charges, in e, on atoms 1 to 5: -0.402 -0.676 -0.225 -0.232 -0.451


*Q*
Below is a single C5H14N2 molecule, with properties calculated with wB97M-V/def2-TZVPD.

- Kohn-Sham gap (eV) = 9.7
- SMILES = CCN(C)CCN
- HOMO energy (eV) = -8.59

```
! wB97M-V def2-TZVPD RIJCOSX def2/J DEFGRID3
* xyz 0 1
C -0.825 -1.583 2.238
C -1.103 -0.992 0.890
N -0.010 -0.102 0.424
C 0.028 1.132 1.168
C -0.176 0.201 -0.989
C 1.136 0.704 -1.608
N 1.289 0.291 -2.995
H 0.074 -2.201 2.275
H -1.621 -2.188 2.671
H -0.639 -0.856 3.037
H -1.109 -1.811 0.165
H -2.062 -0.468 0.817
H -0.775 1.863 0.970
H 0.044 0.987 2.241
H 0.959 1.661 0.942
H -0.997 0.847 -1.333
H -0.366 -0.741 -1.518
H 1.984 0.374 -1.010
H 1.160 1.803 -1.506
H 0.762 0.879 -3.622
H 2.250 0.200 -3.258
*
```

These are the natural (NBO) partial charges, in e, on atoms 1 to 5: -0.623 -0.221 -0.428 -0.427 -0.239


Relative to the most stable structure, the computed energies are *P* 0.0342; *Q* 0.0000, all in hartree.


*P*
Below is 2 unconnected molecules or ions with the total composition C11H15N, with properties calculated with wB97M-V/def2-TZVPD.

- Kohn-Sham gap (alpha / beta) (eV) = 2.7 / 6.0
- HOMO energy (alpha / beta) (eV) = 0.62 / -2.74

```
! wB97M-V def2-TZVPD RIJCOSX def2/J DEFGRID3
* xyz -1 2
C 0.292 1.652 2.575
C 0.470 -0.143 0.767
C 0.139 1.144 1.192
C -0.196 1.005 -1.061
C -0.379 1.828 0.071
C -0.685 1.382 -2.355
C -1.054 3.059 -0.087
C -1.570 2.488 -2.373
C -1.671 3.372 -1.299
N 0.320 -0.199 -0.622
H 0.964 -0.958 1.276
H 0.656 -0.932 -1.219
H -0.399 2.501 2.638
H 1.342 1.985 2.782
H -0.717 0.712 -3.213
H -1.514 3.484 0.799
H -2.001 2.733 -3.344
H -2.238 4.272 -1.498
H 0.077 0.885 3.326
C 0.467 -3.696 -0.385
C 1.472 -3.825 0.737
H 1.092 -3.483 -1.255
H 0.073 -4.691 -0.636
H -0.296 -3.012 -0.035
H 1.071 -4.298 1.636
H 1.916 -2.897 1.119
H 2.371 -4.367 0.464
*
```

These are the natural (NBO) partial charges, in e, on atoms 1 to 5: -0.620 -0.179 -0.109 0.169 -0.128


*Q*
Below is 2 unconnected molecules or ions with the total composition C11H15N, with properties calculated with wB97M-V/def2-TZVPD.

- Kohn-Sham gap (alpha / beta) (eV) = 3.0 / 6.4
- HOMO energy (alpha / beta) (eV) = 0.59 / -2.78

```
! wB97M-V def2-TZVPD RIJCOSX def2/J DEFGRID3
* xyz -1 2
C 1.326 1.365 -3.288
C -1.493 1.301 -0.760
C -0.419 0.620 -1.416
C 0.193 1.494 -2.385
C -0.744 2.603 -2.445
C -2.077 -0.704 0.484
C -2.491 0.580 0.064
C -1.001 -1.374 -0.149
C -0.181 -0.749 -1.115
N -1.832 2.451 -1.612
H -2.549 -1.073 1.421
H -3.343 1.117 0.546
H -0.777 -2.253 0.204
H 0.484 -1.281 -1.711
H -2.361 3.260 -1.342
H -0.404 3.522 -2.984
H 2.333 1.343 -2.773
H 1.249 2.154 -4.042
H 1.197 0.337 -3.783
C 1.731 -1.628 4.111
C 1.540 -2.004 2.747
H 0.692 -1.775 4.581
H 2.466 -2.378 4.530
H 2.085 -0.628 4.217
H 0.632 -2.558 2.465
H 1.389 -1.123 2.096
H 2.357 -2.620 2.340
*
```

These are the natural (NBO) partial charges, in e, on atoms 1 to 5: -0.623 0.105 -0.087 -0.128 -0.117


Relative to the most stable structure, the computed energies are *P* 0.0000; *Q* 0.0503, all in hartree.